# 1
Molecular formula: C4HCl2N3O2S
Method: DFT, the ωB97M-V functional and the def2-TZVPD basis

Properties
spin multiplicity = 1
energy above the lowest of the compared OMol25 structures with the same formula, charge and spin = 55.1 kcal/mol
total energy = -48602.12369 eV
orbital gap (spin up / spin down) = 6.8 / 6.8 eV

Structure (XYZ):
```
13
Properties=species:S:1:pos:R:3:forces:R:3:nbo_charge:R:1
C -2.1307 -0.2615 0.4619 -0.713 1.059 1.429 0.262
C -0.0660 0.1571 -0.9083 2.696 1.780 -0.301 0.139
C -0.6629 1.2966 -0.3536 -2.007 -2.348 0.285 0.082
C -0.5849 -1.0865 -0.8868 0.371 -1.699 -1.169 0.107
N -1.8082 1.0130 0.3497 2.046 0.539 -1.097 -0.402
N -1.6456 -1.2955 -0.1565 -0.501 -0.716 0.248 -0.413
N 2.4998 0.0306 0.8337 0.074 0.401 -1.274 0.421
O 1.4610 0.4869 1.2384 0.112 -0.098 0.796 -0.392
O 3.4330 -0.3667 1.4689 0.376 -0.239 0.649 -0.348
S 2.7792 -0.0051 -0.9403 -2.916 0.194 0.207 0.134
Cl -0.3437 2.9200 -0.5359 0.853 0.458 -0.220 0.151
Cl -0.0872 -2.5017 -1.8284 0.227 1.277 0.584 0.055
H -2.8439 -0.3872 1.2572 -0.618 -0.609 -0.137 0.203
```
Positions in Å, forces in eV/Å.


# 2
Molecular formula: C22H47F4IN2O18P5S
Method: DFT, the ωB97M-V functional and the def2-TZVPD basis

Properties
spin multiplicity = 1
charge = +1
energy above the lowest of the compared OMol25 structures with the same formula, charge and spin = 0.0 kcal/mol
total energy = -139655.93393 eV
orbital gap = 7.3 eV

Structure (XYZ):
```
100
Properties=species:S:1:pos:R:3:forces:R:3:mulliken_charge:R:1
C -4.6358 2.9801 -2.7964 -2.030 0.520 -0.787 -0.079
C -3.8172 2.8804 -1.9570 1.837 -0.302 1.343 -1.769
C -2.7990 2.8284 -0.9017 -0.781 0.055 -0.133 2.148
F -3.4995 3.0662 0.2741 0.445 0.125 0.036 -0.399
O -1.9113 3.9009 -1.0062 0.109 -0.376 0.257 -0.322
C -0.6131 3.7611 -1.5280 0.534 0.132 -0.212 -0.148
P -0.5863 4.4264 -3.2835 -1.512 0.037 -0.935 0.696
O 0.9459 4.6353 -3.6582 0.221 -0.052 0.394 -0.406
O -1.1169 5.9281 -3.0484 0.428 -0.238 0.587 -0.599
S -1.6954 3.5472 -4.5524 0.165 -0.161 0.261 -0.391
C 0.1374 2.4448 -1.2262 0.874 -0.076 -0.889 -1.145
I 0.7312 1.2720 -2.9992 -0.205 -0.090 0.181 0.343
C 1.4807 2.7638 -0.5411 0.089 -0.368 0.166 -1.387
O 2.4272 3.1627 -1.5223 0.432 0.513 0.234 -0.192
C 3.3697 4.0508 -1.0905 0.425 -0.112 -0.551 0.831
F 2.8996 5.3191 -1.1863 0.298 -0.522 0.242 -0.255
F 3.7310 3.8356 0.1933 -0.163 0.212 -0.692 -0.247
F 4.4537 3.9344 -1.8789 -1.041 0.184 0.738 -0.242
N -0.6553 1.4713 -0.4024 -1.808 0.758 0.169 0.264
P -0.3686 1.4706 1.3959 2.468 -0.676 0.868 0.003
C -0.0430 3.0073 2.3273 -0.607 1.112 -0.294 -0.718
C -0.6811 4.3419 1.9159 0.027 0.018 0.625 -1.008
C -0.9612 -0.0493 2.2126 -0.826 -0.328 -0.376 -0.250
C -0.9439 0.1198 3.7224 -0.146 -0.199 0.190 -1.666
C -2.1617 1.4377 -0.7261 0.234 -0.273 -0.302 -0.104
C -2.4812 0.4377 -1.8214 0.395 -0.734 -0.283 -1.037
O -3.7879 -0.0297 -1.5515 -0.255 0.560 0.043 -0.252
N -4.2965 -0.6540 -2.7942 0.397 0.069 -0.415 0.152
O -5.3795 -0.3475 -2.9889 -0.391 -0.168 0.273 -0.221
H -5.5403 3.1956 -3.3153 0.176 -0.188 -0.499 0.496
H -0.0383 4.5191 -0.9933 0.018 0.138 0.137 0.578
H 1.1254 5.5758 -3.7895 0.238 0.031 -0.119 0.339
H -0.7515 6.3046 -2.2341 -0.192 0.347 -0.058 0.402
H 1.8548 1.8892 -0.0198 0.026 -0.169 0.020 0.675
H 1.3453 3.5606 0.1832 -0.110 0.082 0.140 0.488
H -0.3391 0.5520 -0.7213 0.259 -0.088 0.302 0.803
H 1.0304 3.1566 2.3839 0.209 -0.243 -0.121 0.506
H -0.3451 2.7978 3.3493 -0.253 -0.483 0.044 0.701
H -0.0670 4.8748 1.1983 -0.085 0.001 -0.366 0.191
H -0.6849 4.9790 2.7966 0.024 0.129 0.119 0.478
H -1.7096 4.2628 1.5910 -0.076 -0.078 -0.227 0.229
H -1.9515 -0.3731 1.8963 -0.242 0.177 -0.053 0.450
H -0.2840 -0.8589 1.9621 0.278 0.061 -0.162 0.441
H -1.2046 -0.8533 4.1274 0.042 -0.159 0.113 0.456
H 0.0462 0.3462 4.0995 0.135 0.152 0.054 0.378
H -1.6997 0.8074 4.0858 0.009 0.305 -0.039 0.469
H -2.5987 1.0139 0.1686 -0.167 0.092 0.179 0.470
H -2.3766 0.8570 -2.8195 -0.188 0.195 -0.118 0.493
H -1.7943 -0.4152 -1.7739 0.233 0.020 0.113 0.440
C 0.2755 0.6069 -9.5541 0.040 -0.044 0.034 -0.675
O -0.1963 1.6671 -8.7192 -0.036 -0.018 -0.082 -0.202
P -0.2886 3.1819 -9.2209 0.144 0.076 0.076 0.948
O -1.6250 3.7492 -9.0929 -0.235 -0.104 0.066 -0.669
O 0.3521 3.2238 -10.6630 0.038 -0.095 -0.014 -0.338
C -0.4767 3.0019 -11.8146 -0.072 0.037 -0.155 -0.749
O 0.8500 3.9143 -8.4040 0.156 -0.025 -0.036 -0.350
C 0.9555 3.6459 -7.0013 -0.081 -0.177 -0.036 -0.214
H -0.4689 0.3626 -10.3118 0.020 0.011 -0.030 0.273
H 1.2222 0.8662 -10.0266 -0.024 0.034 -0.036 0.330
H 0.4231 -0.2631 -8.9196 -0.033 0.033 0.059 0.241
H -1.5312 3.1285 -11.5740 0.015 0.032 0.056 0.373
H -0.2989 1.9972 -12.1968 0.016 -0.008 0.038 0.280
H -0.1912 3.7244 -12.5741 0.037 0.037 0.040 0.248
H 1.6579 2.8252 -6.8439 -0.037 -0.001 0.006 0.235
H -0.0151 3.3893 -6.5701 0.201 0.090 -0.062 -0.033
H 1.3399 4.5397 -6.5214 -0.006 0.105 -0.040 0.242
C 4.4340 -1.1507 7.0140 0.090 0.016 0.041 -0.641
O 4.0863 -0.8728 5.6516 -0.137 0.035 0.056 -0.322
P 3.1546 -1.8285 4.7861 0.249 -0.149 -0.023 0.583
O 1.9881 -1.1385 4.2320 -0.179 0.288 -0.074 -0.236
O 2.8490 -3.1017 5.6572 -0.025 0.035 0.048 -0.312
C 1.7110 -3.1154 6.5403 -0.188 -0.182 0.133 -0.584
O 4.1373 -2.4553 3.7214 -0.007 -0.034 -0.015 -0.292
C 5.0834 -1.6038 3.0611 0.090 0.004 -0.032 -0.629
H 3.5759 -0.9820 7.6638 -0.011 -0.036 0.000 0.266
H 4.7989 -2.1703 7.1272 -0.052 -0.026 -0.013 0.327
H 5.2236 -0.4583 7.2913 -0.003 0.042 -0.074 0.265
H 0.9986 -2.3321 6.2863 0.049 0.020 -0.087 0.272
H 2.0535 -2.9841 7.5656 0.054 0.018 -0.021 0.274
H 1.2267 -4.0849 6.4516 0.022 -0.011 -0.054 0.204
H 6.0203 -1.6075 3.6152 -0.014 0.038 0.024 0.249
H 4.7148 -0.5816 2.9758 -0.029 -0.005 0.002 0.303
H 5.2524 -2.0083 2.0671 -0.055 -0.061 0.009 0.245
C -1.9356 -9.7179 5.4862 0.019 -0.081 -0.019 -0.631
O -0.9138 -8.7291 5.6459 -0.117 0.048 0.100 -0.305
P -1.1561 -7.1782 5.3826 0.209 -0.052 -0.170 1.025
O -0.8301 -6.3308 6.5266 0.042 0.006 0.199 -0.655
O -2.6225 -7.0306 4.8129 -0.041 -0.050 -0.030 -0.304
C -3.7199 -6.8519 5.7210 -0.128 0.057 0.064 -0.749
O -0.3227 -6.8903 4.0707 -0.076 0.016 -0.097 -0.277
C 1.0017 -7.4326 3.9624 0.068 -0.035 -0.049 -0.648
H -2.6593 -9.6471 6.2980 -0.023 0.014 -0.018 0.260
H -2.4359 -9.6172 4.5239 -0.023 0.050 0.012 0.319
H -1.4528 -10.6897 5.5347 0.073 0.031 0.021 0.262
H -3.3739 -6.5334 6.7032 0.057 0.015 -0.022 0.370
H -4.2716 -7.7873 5.8060 0.032 -0.018 -0.011 0.279
H -4.3763 -6.0918 5.3056 0.039 0.017 -0.045 0.241
H 0.9554 -8.4016 3.4680 -0.007 -0.021 0.044 0.237
H 1.4725 -7.5432 4.9385 -0.011 0.024 0.016 0.341
H 1.5893 -6.7472 3.3582 -0.057 0.061 0.001 0.241
```
Positions in Å, forces in eV/Å.


# 3
Molecular formula: C19H32MgN2O5S
Method: DFT, the ωB97M-V functional and the def2-TZVPD basis

Properties
spin multiplicity = 1
charge = +2
total energy = -49686.12486 eV
orbital gap = 1.6 eV

Structure (XYZ):
```
60
Properties=species:S:1:pos:R:3:forces:R:3:nbo_charge:R:1
C -2.6806 -1.8947 -0.1076 1.010 -1.213 0.259 -0.281
O -4.1083 -2.2387 -0.0131 1.079 2.513 -0.811 -0.543
C -4.9694 -1.0687 -0.3560 -0.889 1.001 0.582 -0.080
C -4.5961 0.2671 0.5181 -0.221 0.032 0.814 -0.456
C -5.7867 1.3896 0.6184 -0.812 0.364 -0.309 -0.416
C -5.2001 2.9025 0.8521 -0.913 -0.328 0.304 -0.418
C -4.1084 3.0469 2.0664 0.243 0.751 -0.162 -0.425
C -2.8924 4.0020 1.5207 -0.637 0.783 0.032 -0.420
C -2.0237 3.3808 0.2769 0.901 0.593 -0.050 -0.417
C -0.6101 2.6337 0.7610 -0.701 0.135 -0.231 -0.430
C 0.3155 2.5199 -0.6004 -1.011 -0.527 0.052 -0.426
C 1.3547 1.2519 -0.6139 0.966 0.331 -0.581 -0.411
C 2.2988 1.1341 0.7413 1.009 -0.368 -0.537 -0.442
C 2.0332 -0.3534 1.3774 -2.383 0.912 -0.777 0.058
O 2.4822 -0.6669 2.7450 -1.446 -4.105 -0.119 -0.485
C 1.9977 -2.0734 2.9437 -0.925 1.496 4.641 0.906
O 1.5980 -2.5937 4.1227 3.451 2.852 -9.078 -0.471
O 2.1170 -2.6966 1.6055 -0.186 -0.425 2.173 -0.628
C 2.4017 -1.7011 0.5196 1.001 1.156 0.733 0.048
C 3.9596 -2.0233 0.1206 0.323 1.847 -1.741 -0.344
C 4.1358 -2.6258 -1.4296 -1.107 0.194 0.191 -0.553
S 5.8038 -3.4917 -1.4491 0.401 0.307 -1.355 0.236
C 6.5243 -3.5997 -3.1746 0.464 1.329 -3.064 0.255
N 6.6285 -2.4750 -4.1987 1.118 -7.247 2.374 -0.183
N 7.2803 -3.0962 -5.2723 0.184 -4.984 2.989 -0.209
C 7.5844 -4.5495 -4.9625 -1.905 4.943 1.034 0.280
O 7.0894 -4.9005 -3.5952 -0.205 5.174 -3.092 -0.420
H -2.0886 -2.9290 -0.0402 -1.432 2.087 -0.162 0.184
H -2.2794 -1.2619 0.8204 -1.074 -0.992 -2.038 0.169
H -2.3612 -1.4197 -1.1411 -0.888 -0.633 2.039 0.180
H -4.9293 -0.7765 -1.4885 0.141 -0.829 1.921 0.181
H -6.0872 -1.3751 -0.0990 2.539 0.443 -0.533 0.217
H -3.6427 0.8074 0.1066 -1.700 -1.128 0.649 0.195
H -4.3607 -0.0766 1.6252 -0.357 0.594 -2.252 0.213
H -6.4351 1.4373 -0.3827 1.498 -0.244 2.043 0.217
H -6.5841 1.1618 1.4770 1.958 0.202 -1.793 0.221
H -4.7750 3.2738 -0.1786 -0.685 -0.604 2.126 0.205
H -6.1377 3.5824 1.1388 2.115 -1.377 -0.829 0.232
H -3.6588 2.0400 2.4575 -0.985 1.723 -0.898 0.201
H -4.6326 3.5816 2.9954 1.244 -1.199 -2.050 0.231
H -2.2075 4.3368 2.4287 -1.194 -0.818 -2.008 0.216
H -3.4101 5.0031 1.1269 1.140 -2.158 0.851 0.223
H -1.6639 4.2753 -0.4271 -0.829 -1.817 1.576 0.217
H -2.6527 2.6701 -0.4447 1.360 1.402 1.806 0.216
H -0.8821 1.5813 1.2371 0.633 1.936 -1.130 0.190
H -0.0847 3.2552 1.6308 -1.127 -1.191 -2.023 0.218
H 0.8226 3.5655 -0.8144 -0.727 -2.341 0.539 0.241
H -0.4419 2.3429 -1.4969 1.654 0.340 1.810 0.234
H 0.8371 0.2007 -0.8115 0.649 2.383 0.426 0.188
H 2.0956 1.4295 -1.5252 -1.573 -0.503 1.852 0.233
H 3.4279 1.2174 0.4165 -2.140 -0.097 0.746 0.218
H 2.0802 2.0309 1.4674 0.289 -2.190 -1.119 0.283
H 0.8484 -0.3577 1.5139 2.291 -0.250 -0.786 0.230
H 1.7489 -1.7504 -0.4507 0.871 -0.546 2.219 0.283
H 4.4343 -2.8259 0.8648 -0.323 0.952 -0.954 -0.073
H 4.6424 -1.0541 0.2532 -1.379 -2.237 -0.208 0.303
H 3.3000 -3.4351 -1.6232 1.601 1.810 0.203 0.251
H 4.0694 -1.7363 -2.2157 0.177 -1.885 1.775 0.314
H 8.1524 -5.2462 -5.7206 -1.336 1.217 2.147 0.288
Mg 4.2271 -4.0285 2.2833 -1.224 0.433 -0.217 1.758
```
Positions in Å, forces in eV/Å.